Density functional theory data (ωB97M-V with the def2-TZVPD basis set) for a single C3H8N2O2 molecule in a non-equilibrium geometry.

Geometry as XYZ:
```
15
Properties=species:S:1:pos:R:3:forces:R:3
N 3.165 0.332 0.059 2.51 1.13 -1.94
N 1.878 0.479 0.422 -1.27 -1.73 -0.51
C 1.136 -0.495 0.064 -3.52 0.76 1.99
C -0.294 -0.518 0.737 2.68 1.32 1.73
O -1.356 -0.910 -0.077 -1.00 1.53 -0.69
C -2.049 0.295 -0.479 -1.50 -2.64 -2.04
O -2.827 0.828 0.497 -1.07 -0.15 1.58
H 3.339 -0.420 -0.636 -0.31 0.33 0.57
H 3.470 1.212 -0.405 -0.02 -0.72 0.83
H 1.266 -1.306 -0.616 1.17 -0.53 -0.59
H -0.337 -1.205 1.616 0.51 0.43 -0.53
H -0.242 0.576 1.172 -1.18 -1.94 -0.69
H -1.309 0.963 -0.732 1.52 1.97 -0.49
H -2.663 0.112 -1.437 0.87 -0.39 1.36
H -3.420 0.141 0.879 0.60 0.64 -0.59
```
Positions in Å, forces in eV/Å.

Computed properties:
- Kohn-Sham gap (eV) = 10.09
- energy above the lowest of the compared OMol25 structures with the same formula, charge and spin (eV) = 3.775
- DFT total energy (eV) = -10313.17777
- SMILES string = N/N=C/COCO

Results of the Mulliken charge analysis, in e, for atoms 1 through 8: number 1, N, carries -0.5182; number 2, N, carries -0.1982; number 3, C, carries -0.0927; number 4, C, carries -0.4238; number 5, O, carries -0.3943; number 6, C, carries -0.3953; number 7, O, carries -0.4834; number 8, H, carries 0.2608